# 1
ORCA calculation (ωB97M-V/def2-TZVPD) on a molecular structure, C4H2NiO2 at a distorted geometry.

XYZ file:
```
9
Properties=species:S:1:pos:R:3:forces:R:3
O 0.314120 -1.694557 2.221822 0.002 1.166 -1.813
C 0.264344 -1.129533 1.132638 -0.355 -2.548 1.602
H 0.769962 -1.566972 0.241139 -0.021 0.211 0.251
C 0.170249 0.860608 -1.505496 0.421 0.398 1.646
C -0.067058 0.831919 -0.206477 -0.316 -2.044 -4.615
C -0.488702 0.098297 0.854906 0.546 5.092 3.570
O -0.872958 0.958011 1.829353 -0.155 -2.715 -0.918
Ni -1.299037 0.611209 -2.738493 0.362 0.126 0.367
H 1.209081 1.031017 -1.829392 -0.485 0.313 -0.091
```
Forces are in eV/Å.

Its multiplicity is 3. Its HOMO energy (alpha / beta) is -0.3098 / -0.3412 hartree. As for the orbital gap (alpha / beta): 0.24894 / 0.27421 Ha.

***

# 2
ORCA calculation (ωB97M-V/def2-TZVPD) on C9H16N2O2 in the gas phase at a distorted geometry.

XYZ file:
```
29
Properties=species:S:1:pos:R:3:forces:R:3
C 0.154392 -1.709123 -2.104883 0.412 0.296 -0.950
C 0.242375 -2.595704 -0.993263 -1.278 -1.674 1.391
C 0.581391 0.506719 -0.975382 -0.877 -1.609 -0.449
C 1.814809 0.034024 -0.210312 -1.077 -1.434 -2.805
C -1.570158 0.540075 0.309933 1.386 -1.667 -0.515
C -0.966994 2.448595 -1.090412 -0.033 0.967 1.278
C 0.249451 2.053961 1.037820 2.587 1.451 -5.078
C 0.287076 -4.262494 0.742903 -1.210 -1.943 -1.841
C -0.424129 1.405013 -0.199204 -0.432 -0.286 0.140
N -0.343369 -3.284430 -0.106631 0.149 1.893 -1.563
N -0.113371 -0.363312 -1.968226 -0.908 1.011 2.948
O 0.766510 0.635233 -2.382915 1.212 1.338 -0.620
O 1.411798 -2.341712 -1.605165 0.631 -0.614 0.300
H -0.084251 -2.022131 -3.102922 -0.092 -0.596 -0.288
H 2.172163 0.804720 0.342144 1.142 1.979 1.841
H 2.590295 -0.322305 -0.863541 0.258 0.264 -0.707
H 1.619686 -0.854085 0.318911 -0.543 -0.694 1.427
H -1.046828 -0.092383 1.038438 -0.459 -1.184 -0.557
H -2.184713 0.051993 -0.482238 0.824 0.007 0.736
H -2.205723 1.010007 0.981149 -1.397 1.762 0.874
H -1.702419 2.996296 -0.542195 -0.428 0.728 0.450
H -0.226164 3.086663 -1.449154 1.499 1.477 -0.243
H -1.430291 2.178429 -1.958849 -1.367 -1.662 -2.199
H -0.325950 2.749365 1.555370 -1.258 0.698 1.088
H 1.077297 2.715380 0.457889 -1.334 -1.226 1.857
H 0.737092 1.288899 1.547894 0.607 -0.763 1.626
H -0.575925 -5.093080 0.873696 2.470 1.492 -0.226
H 1.222439 -4.612287 0.203050 -0.932 -0.204 1.245
H 0.457307 -3.834207 1.700935 0.450 0.193 0.842
```
Forces are in eV/Å.

As for the SMILES: C/N=C1\O[C@@H]1N1O[C@@]1(C)C(C)(C)C. Its multiplicity is 1. Its HOMO energy is -0.3510 hartree. As for the orbital gap: 0.37914 Ha.

***

# 3
ORCA calculation (ωB97M-V/def2-TZVPD) on 10 unconnected molecules or ions with the total composition C42H114N10O11 at a distorted geometry.

XYZ file:
```
177
Properties=species:S:1:pos:R:3:forces:R:3
C 1.106099 -4.407923 9.970832 1.962 1.258 -0.492
O 1.241684 -3.166298 10.687944 -0.992 1.169 0.067
C 1.938843 -2.053737 10.066045 0.483 -0.752 -0.430
C 3.041654 -1.544850 10.968015 1.942 -2.118 -0.032
N 2.756003 -1.194967 12.326747 -1.046 2.550 0.107
C 2.283372 0.205580 12.344919 -2.089 -0.395 -0.527
C 3.245224 1.288802 12.480334 3.186 1.219 1.062
O 4.119659 1.679627 11.382562 -1.713 0.374 -0.042
C 3.369881 2.606858 10.526129 1.099 -2.186 0.052
H 0.445776 -5.138941 10.437392 0.059 0.523 0.309
H 2.148997 -4.724626 9.957873 -0.085 -1.089 -0.160
H 0.849057 -4.260320 8.921909 -0.468 0.139 -0.008
H 1.332719 -1.236691 9.674701 -0.980 -0.101 0.610
H 2.459368 -2.336977 9.151200 0.099 -0.679 -0.137
H 3.728178 -0.877306 10.447280 -0.552 0.775 0.109
H 3.748300 -2.351291 11.163991 -0.050 -0.841 -0.752
H 1.960337 -1.762376 12.581811 -0.034 -0.256 0.355
H 1.553818 0.382739 13.135149 0.134 -0.347 0.455
H 1.682324 0.474114 11.476165 -0.344 -0.455 -0.632
H 3.929860 0.978560 13.269725 0.286 0.111 0.134
H 2.796335 2.216676 12.834811 -0.481 -0.061 0.066
H 3.361040 3.628021 10.907218 -0.036 -0.076 0.036
H 2.384333 2.158176 10.401720 -0.308 0.587 -0.069
H 3.878469 2.488114 9.569398 -0.075 0.650 -0.081
C -1.032977 0.287370 2.325446 1.088 -1.068 -0.164
C 0.171047 0.959431 1.608435 -0.577 0.321 0.015
C 0.744029 -0.039171 0.625891 0.265 -0.049 -0.080
O -0.245618 -0.348014 -0.322641 0.342 -0.864 -0.115
C 0.270310 -1.160012 -1.353912 -0.146 0.608 -1.034
N -0.236292 2.218048 0.955224 -0.455 -0.189 0.365
H -1.586821 -0.312306 1.603137 -0.726 0.763 -0.109
H -1.613414 0.852998 3.054321 -0.020 0.351 -0.593
H -0.606468 -0.541076 2.891023 0.301 0.015 0.439
H 0.936445 1.131009 2.365291 0.091 0.416 -0.048
H 1.111225 -0.925543 1.143210 -0.257 -0.459 0.225
H 1.628367 0.314934 0.096124 0.194 0.626 -0.033
H -0.581069 -1.472740 -1.958433 0.118 -0.382 0.187
H 0.947465 -1.973517 -1.093586 -0.525 -0.435 0.799
H 0.913107 -0.595776 -2.029597 0.038 0.624 -0.143
H -0.992736 1.994752 0.324333 -0.371 -0.081 0.045
H 0.440007 2.640737 0.335503 0.634 -0.190 0.246
C 4.421835 8.097564 1.038315 -0.573 0.162 -1.336
C 4.633476 8.117415 -0.526714 1.420 0.598 1.183
C 6.202837 8.136455 -0.907874 0.061 -1.221 1.154
O 7.106372 9.168139 -0.536257 -1.315 2.112 0.049
C 6.514018 10.498791 -0.541784 0.656 -0.869 -0.559
N 3.965205 6.946673 -1.061794 0.059 -0.074 -0.154
H 4.655498 9.029440 1.553202 0.861 -0.181 -0.109
H 4.899201 7.201634 1.435214 0.139 0.275 0.339
H 3.348688 8.041635 1.220874 -0.117 -0.460 -0.169
H 4.125193 9.011164 -0.888606 0.081 -0.024 -0.305
H 6.413553 7.787069 -1.918626 -0.576 0.598 -0.650
H 6.696306 7.352474 -0.333444 -0.654 -0.787 0.213
H 5.752237 10.601748 0.230991 0.066 0.034 0.052
H 6.082300 10.718531 -1.518220 -0.253 -0.082 -0.121
H 7.312320 11.229823 -0.413739 0.036 -0.223 0.321
H 4.415764 6.098189 -0.750045 0.083 -0.127 0.253
H 3.980500 6.897232 -2.070471 0.025 0.268 -0.162
C 4.952898 -7.817182 0.681124 -0.007 -0.468 0.193
C 4.701368 -7.988794 2.183791 1.487 -0.299 -1.533
C 5.894424 -7.488904 3.053784 -0.612 -0.457 1.977
O 7.126424 -8.219219 2.874960 -1.074 0.300 -1.487
C 7.846916 -8.365610 4.049545 0.239 -0.232 1.244
N 3.396756 -7.445070 2.465967 -0.901 1.136 0.809
H 4.884165 -6.770206 0.385791 0.340 0.169 0.137
H 4.112638 -8.298466 0.180697 0.181 -0.270 -0.283
H 5.899546 -8.260034 0.371573 -0.028 0.118 -0.170
H 4.730055 -9.051017 2.426638 -0.362 -0.168 -0.164
H 5.567936 -7.715454 4.068756 -0.281 -0.263 0.326
H 6.067899 -6.420680 3.183838 0.150 0.379 -1.059
H 7.480856 -9.151530 4.710175 -0.723 -0.244 0.008
H 7.813055 -7.458401 4.652811 0.352 0.269 -0.031
H 8.873152 -8.699575 3.896566 0.064 0.516 -0.654
H 2.602442 -7.951612 2.101867 0.306 -1.528 0.469
H 3.198328 -6.662006 1.859720 0.868 1.044 0.215
C -7.765921 3.512865 0.826986 0.289 0.599 0.457
C -8.986938 2.616091 1.042382 -0.346 0.648 1.714
C -8.762784 1.732388 2.349157 0.287 0.442 -1.585
O -8.174162 2.516795 3.365623 -0.119 -0.714 1.128
C -8.196329 1.827335 4.652659 -0.264 0.284 -1.202
N -10.203974 3.482992 1.162240 1.126 -0.686 -0.552
H -6.805569 3.039518 1.031398 -0.066 -0.577 -0.653
H -7.677779 4.312368 1.562593 -0.690 0.103 0.309
H -7.787397 4.047959 -0.122386 0.060 -0.440 -0.201
H -9.105552 1.979538 0.165557 -0.106 -0.256 0.184
H -8.138669 0.908112 2.003985 0.680 -0.199 0.314
H -9.658620 1.230424 2.714684 -0.532 0.324 -0.061
H -9.203824 1.453580 4.835290 -0.206 0.128 0.144
H -7.907441 2.513394 5.448882 0.057 0.052 -0.298
H -7.551722 0.948408 4.643641 0.308 0.058 -0.064
H -10.957960 2.903020 1.501709 -0.216 0.166 0.138
H -9.981982 4.187913 1.850648 -0.250 0.084 0.229
C -2.844595 -8.833406 -3.466618 -0.783 0.471 -0.395
C -3.072707 -9.505353 -2.089803 -0.782 0.253 -1.415
C -4.498750 -9.572591 -1.475307 2.111 0.042 -1.086
O -4.897445 -8.259587 -1.366430 -1.791 1.336 0.166
C -6.250407 -8.052055 -0.948486 0.320 0.332 0.606
N -2.583217 -10.853869 -2.171909 1.357 -0.619 0.956
H -1.866975 -9.100557 -3.867850 0.527 0.361 0.650
H -2.975894 -7.752807 -3.410367 0.236 0.060 -0.034
H -3.424046 -9.148622 -4.334362 -0.933 -0.364 0.373
H -2.411690 -8.893279 -1.476173 -0.153 -0.389 0.718
H -4.389897 -10.093505 -0.524045 -0.250 -0.030 0.215
H -5.079373 -10.179032 -2.170445 -0.576 -0.016 0.002
H -6.520826 -6.996452 -0.974655 0.451 0.128 -0.609
H -6.369517 -8.254716 0.115866 0.057 -0.652 0.156
H -6.999846 -8.598920 -1.520651 0.208 -0.260 -0.171
H -1.590019 -10.678161 -2.224677 0.437 -0.866 0.066
H -2.798432 -11.335212 -3.033356 -0.434 0.213 -0.200
C -7.452547 1.506836 -10.346690 0.568 -1.516 0.646
C -8.462921 1.437856 -9.181815 -0.877 0.769 -1.665
C -7.827240 0.917901 -7.906828 1.064 -0.713 -0.183
O -7.197726 -0.418742 -8.038032 -0.590 0.494 0.038
C -6.310215 -0.696293 -6.927536 -1.118 1.616 0.205
N -8.969567 2.804336 -9.051499 0.964 0.981 0.640
H -7.153836 0.462978 -10.442727 0.646 0.011 -0.217
H -6.605244 2.122560 -10.044953 0.103 -0.150 0.245
H -7.660392 1.826416 -11.367849 -1.110 0.236 0.297
H -9.403580 0.958303 -9.452511 0.569 -1.578 -0.100
H -8.561172 0.976110 -7.103044 -0.072 -0.456 0.225
H -7.043919 1.637997 -7.670257 0.251 0.094 0.185
H -5.730315 0.223265 -6.848598 0.587 -0.246 0.480
H -5.669694 -1.578225 -6.923129 -0.239 -0.020 -1.209
H -6.905799 -0.809961 -6.021751 -0.134 0.167 0.239
H -9.587157 2.976285 -8.271040 -0.289 -0.179 -0.137
H -9.411863 2.978867 -9.942568 -0.322 0.490 0.314
C -4.520925 7.521110 5.177669 1.112 -0.775 -0.648
C -4.973630 8.363872 3.972773 0.292 -0.119 0.632
C -4.107153 8.056012 2.767434 0.198 0.146 -1.111
O -4.727430 8.439132 1.509430 -0.035 -0.224 -0.302
C -3.889385 8.282074 0.339259 0.377 1.197 0.688
N -6.314373 7.897356 3.760027 -0.613 0.147 0.002
H -5.300987 7.416612 5.931778 0.232 0.381 0.051
H -3.513690 7.634435 5.578590 -0.157 1.083 0.369
H -4.333969 6.531818 4.759975 -0.595 -0.537 -0.076
H -4.948245 9.425201 4.219823 -0.083 0.152 -0.162
H -3.975887 6.976707 2.690120 0.374 -0.189 0.259
H -3.161609 8.576243 2.920399 0.398 -0.103 -0.375
H -3.482000 7.295921 0.116454 0.061 -0.245 0.766
H -3.120545 9.045989 0.455107 0.739 -0.404 0.006
H -4.320447 8.588249 -0.613909 -1.167 0.027 0.463
H -6.546758 8.051632 2.789297 -0.301 -0.153 -0.173
H -6.198897 6.907791 3.925946 -0.840 -0.404 -0.392
C 2.376751 2.377420 -8.116239 -0.939 -0.174 0.526
C 1.802388 3.755332 -8.463409 -0.109 -0.760 0.049
C 1.153479 3.808073 -9.798942 1.727 -0.900 -2.867
O 0.005918 3.001683 -10.007135 -0.103 1.522 1.414
C -0.007704 1.766101 -10.674158 0.211 0.683 0.368
N 0.742968 4.138725 -7.584844 -1.411 0.687 1.242
H 2.718144 2.405121 -7.081441 1.000 0.081 -0.290
H 3.000651 1.925392 -8.887288 0.712 0.482 0.343
H 1.613942 1.609378 -7.988476 -0.780 0.274 -0.339
H 2.540350 4.554746 -8.396659 0.545 -0.334 -0.314
H 1.938198 3.495524 -10.487869 0.025 0.049 -0.782
H 0.906371 4.843751 -10.032210 -0.273 0.010 -0.068
H 0.812588 1.114184 -10.373793 -0.056 -0.186 0.096
H 0.047033 1.950043 -11.747131 -0.198 -0.322 -0.184
H -0.979489 1.419201 -10.322908 0.164 -0.801 -0.651
H 0.646810 5.136300 -7.710165 0.412 0.683 0.721
H -0.065106 3.926125 -8.152229 -0.927 -0.999 0.737
C 10.776199 -6.663328 -4.904149 -0.351 1.099 0.828
C 10.281088 -5.737709 -3.745420 -0.910 -0.110 -2.032
C 8.991915 -4.968397 -4.094959 0.199 1.609 -0.548
O 8.870286 -3.785614 -3.234829 0.135 -0.945 -0.831
C 7.664479 -3.086129 -3.427354 -0.871 0.152 -0.143
N 10.035421 -6.505672 -2.572718 0.310 -0.312 1.214
H 10.079278 -7.450527 -5.191756 -0.060 0.098 -0.035
H 11.710767 -7.102947 -4.555710 -0.058 -0.101 -0.190
H 10.970503 -5.956734 -5.711031 0.084 -0.497 -0.451
H 11.098515 -5.017492 -3.710848 -0.126 0.165 0.907
H 8.065963 -5.542460 -4.060792 0.038 -0.564 0.656
H 8.961291 -4.619851 -5.127279 0.509 0.263 -0.327
H 7.059517 -3.148613 -2.522797 -0.023 0.141 0.096
H 7.028626 -3.414403 -4.249553 0.111 -0.956 -0.120
H 7.744644 -2.045496 -3.741607 0.891 0.305 0.551
H 9.762040 -5.878276 -1.829937 0.182 0.196 0.378
H 9.173454 -6.996974 -2.761751 -0.062 -0.547 0.052
```
Forces are in eV/Å.

As for the SMILES: COC[C@H](C)N.COC[C@H](C)N.COC[C@H](C)N.COC[C@H](C)N.COC[C@H](C)N.COC[C@H](C)N.COC[C@H](C)N.COC[C@H](C)N.COC[C@H](C)N.COCCNCCOC. Its multiplicity is 1. Its HOMO energy is -0.3290 hartree. As for the orbital gap: 0.34071 Ha.

***

Energy relative to the best compared isomer or geometry (same formula, charge and spin) for the records above, in order: 0.0; 175.9; 195.8 kcal per mole
DFT total energy for the records above, in order: -49311.5271; -16661.6791; -82812.4831 eV